{"formula": "C2H2N2O", "method": "the ωB97M-V functional and the def2-TZVPD basis", "symbols": ["C", "C", "N", "N", "O", "H", "H"], "coordinates": [[2.884, 0.522, 0.016], [3.870, -0.290, 0.106], [1.180, 2.065, -0.332], [2.045, 1.393, -0.251], [4.751, -1.061, 0.202], [-0.155, 0.130, 1.540], [-0.044, 0.902, 1.430]], "nbo_charge": [-0.392, 0.709, 0.027, 0.130, -0.469, 0.006, -0.011], "relative_energy_kcal_mol": 85.6, "multiplicity": 1, "largest_force_ev_per_a": 3.50, "energy_ev": -7130.1306, "lumo_energy_ha": 0.00052, "homo_ev": -9.862}

***

{"formula": "C4H7NO3", "method": "the ωB97M-V functional and the def2-TZVPD basis", "symbols": ["C", "C", "C", "C", "H", "H", "H", "H", "H", "H", "H", "N", "O", "O", "O"], "coordinates": [[-0.888, 0.606, -0.186], [1.497, 0.243, -0.290], [2.325, 0.025, 0.879], [2.591, -0.828, -0.401], [-2.070, -2.214, -0.397], [-2.742, 0.863, 0.062], [1.791, 0.686, -1.169], [1.672, -0.309, 1.760], [3.328, 0.579, 1.076], [2.468, -1.927, -0.486], [3.368, -0.191, -1.100], [-2.131, 0.053, -0.368], [-2.703, -1.236, 0.419], [-0.801, 1.756, 0.107], [0.248, -0.285, -0.174]], "nbo_charge": [0.860, 0.033, -0.453, -0.425, 0.476, 0.397, 0.216, 0.251, 0.233, 0.234, 0.199, -0.397, -0.527, -0.572, -0.524], "relative_energy_kcal_mol": 202.0, "multiplicity": 1, "largest_force_ev_per_a": 7.29, "energy_ev": -11886.5192, "lumo_energy_ha": -0.01923, "homo_ev": -9.517}

***

{"formula": "C3H6N4O", "method": "the ωB97M-V functional and the def2-TZVPD basis", "symbols": ["H", "N", "C", "C", "C", "N", "N", "N", "O", "H", "H", "H", "H", "H"], "coordinates": [[-3.011, 1.171, -0.422], [-2.082, 1.543, -0.019], [-1.044, 0.757, 0.029], [0.250, 1.236, 0.181], [1.065, 0.079, 0.054], [2.448, -0.083, -0.011], [0.194, -0.986, 0.075], [-1.031, -0.629, -0.277], [-2.141, -1.363, 0.056], [0.647, 2.242, 0.056], [2.842, -1.023, -0.040], [3.243, 0.716, -0.213], [0.491, -1.872, -0.535], [-1.871, -1.788, 1.065]], "nbo_charge": [0.350, -0.747, 0.337, -0.420, 0.400, -0.835, -0.446, -0.014, -0.505, 0.240, 0.397, 0.438, 0.370, 0.434], "relative_energy_kcal_mol": 124.7, "smiles": "[H]/N=c1/cc(N)[nH]n1O", "multiplicity": 1, "largest_force_ev_per_a": 8.39, "energy_ev": -11211.3705, "lumo_energy_ha": 0.01565, "homo_ev": -7.381}

***

{"formula": "CH5ClO2SSi", "method": "the ωB97M-V functional and the def2-TZVPD basis", "symbols": ["C", "O", "O", "Si", "S", "Cl", "H", "H", "H", "H", "H"], "coordinates": [[-2.620, -0.035, -1.015], [1.131, -0.205, -0.273], [3.112, -1.366, 0.642], [0.034, 0.154, 0.956], [2.701, -0.673, -0.541], [3.363, 1.277, -0.195], [-1.723, -0.121, -1.631], [-2.807, -0.568, -0.152], [-3.356, 0.659, -1.215], [0.471, -0.711, 1.989], [-0.308, 1.589, 1.437]], "nbo_charge": [-0.515, -1.116, -0.872, 1.073, 1.605, -0.288, 0.182, 0.164, 0.160, -0.216, -0.176], "relative_energy_kcal_mol": 112.5, "multiplicity": 1, "largest_force_ev_per_a": 2.89, "energy_ev": -36444.4347, "lumo_energy_ha": [-0.03272, -0.00592], "homo_ev": [-9.045, -7.946]}

***

{"formula": "C55H49BN7O4RbS2", "method": "the ωB97M-V functional and the def2-TZVPD basis", "symbols": ["Rb", "N", "C", "N", "C", "N", "N", "C", "C", "C", "C", "C", "C", "N", "C", "C", "C", "C", "C", "C", "H", "H", "H", "H", "H", "H", "H", "H", "H", "H", "H", "C", "C", "C", "C", "C", "C", "C", "C", "S", "C", "N", "C", "C", "C", "C", "C", "C", "C", "C", "H", "H", "H", "H", "H", "H", "H", "H", "H", "H", "H", "H", "H", "H", "H", "H", "C", "C", "C", "C", "C", "C", "C", "C", "O", "B", "O", "C", "C", "H", "H", "H", "H", "H", "H", "H", "H", "H", "H", "H", "H", "N", "C", "C", "C", "C", "C", "C", "C", "H", "H", "H", "H", "H", "O", "C", "O", "C", "C", "C", "C", "S", "C", "C", "H", "H", "H", "H", "H"], "coordinates": [[0.083, -0.210, 0.082], [0.463, 4.708, 0.613], [-0.036, 3.432, 0.552], [-0.083, 2.631, 1.537], [0.448, 3.007, 2.756], [0.471, 2.159, 3.744], [0.351, 0.879, 3.548], [-0.286, 0.075, 4.324], [-0.156, -1.344, 4.163], [-0.756, -2.230, 5.077], [-0.609, -3.587, 4.904], [0.123, -4.049, 3.815], [0.679, -3.106, 2.959], [0.551, -1.806, 3.117], [0.936, 4.361, 2.933], [1.410, 4.858, 4.148], [1.898, 6.152, 4.239], [1.920, 6.971, 3.125], [1.443, 6.501, 1.904], [0.956, 5.206, 1.805], [0.593, 5.250, -0.228], [-0.426, 3.112, -0.402], [-0.962, 0.424, 5.110], [-1.319, -1.839, 5.913], [-1.064, -4.285, 5.597], [0.262, -5.103, 3.634], [1.261, -3.420, 2.100], [1.385, 4.208, 5.007], [2.259, 6.522, 5.189], [2.306, 7.979, 3.196], [1.452, 7.139, 1.028], [-3.920, -3.286, -5.777], [-3.110, -2.847, -4.550], [-4.098, -2.395, -3.466], [-2.305, -4.061, -4.064], [-2.141, -1.707, -4.851], [-1.985, -1.167, -6.131], [-1.079, -0.154, -6.395], [-0.308, 0.330, -5.358], [0.914, 1.558, -5.379], [1.113, 1.321, -3.595], [0.352, 0.407, -3.124], [-0.457, -0.175, -4.047], [-1.376, -1.191, -3.813], [2.015, 2.169, -2.863], [2.823, 3.079, -3.563], [3.620, 3.969, -2.880], [3.632, 3.940, -1.489], [2.868, 3.002, -0.815], [2.021, 2.077, -1.448], [-4.606, -4.084, -5.492], [-3.263, -3.666, -6.558], [-4.507, -2.459, -6.173], [-4.842, -3.170, -3.280], [-4.618, -1.496, -3.793], [-3.590, -2.175, -2.531], [-2.967, -4.846, -3.704], [-1.627, -3.796, -3.260], [-1.713, -4.470, -4.880], [-2.577, -1.533, -6.957], [-0.967, 0.245, -7.395], [-1.473, -1.554, -2.803], [2.817, 3.088, -4.649], [4.248, 4.673, -3.416], [4.238, 4.658, -0.941], [2.933, 2.981, 0.272], [-9.598, 1.154, -2.269], [-8.747, 2.208, -1.548], [-9.132, 2.186, -0.066], [-9.069, 3.603, -2.101], [-7.271, 1.908, -1.775], [-6.790, 1.822, -3.081], [-5.463, 1.545, -3.379], [-4.598, 1.356, -2.322], [-3.283, 1.089, -2.302], [-2.877, 1.000, -0.944], [-4.039, 1.242, -0.159], [-5.066, 1.450, -1.000], [-6.387, 1.723, -0.714], [-10.658, 1.339, -2.097], [-9.352, 0.162, -1.896], [-9.418, 1.165, -3.340], [-10.203, 2.360, 0.037], [-8.609, 2.964, 0.484], [-8.899, 1.222, 0.379], [-10.124, 3.836, -1.956], [-8.844, 3.664, -3.163], [-8.473, 4.353, -1.587], [-7.470, 1.976, -3.907], [-5.118, 1.482, -4.401], [-6.700, 1.787, 0.315], [-2.107, -2.607, -0.157], [-2.185, -3.744, -0.311], [-2.337, -5.129, -0.504], [-1.212, -5.955, -0.637], [-1.384, -7.313, -0.798], [-2.658, -7.872, -0.819], [-3.774, -7.052, -0.712], [-3.622, -5.691, -0.561], [-0.228, -5.507, -0.619], [-0.517, -7.948, -0.908], [-2.783, -8.942, -0.922], [-4.767, -7.485, -0.749], [-4.483, -5.045, -0.474], [8.551, -4.629, -1.383], [7.607, -5.606, -1.159], [8.001, -6.743, -0.970], [6.222, -5.193, -1.155], [5.243, -6.181, -0.917], [3.919, -5.868, -0.828], [3.471, -4.534, -0.956], [1.837, -4.148, -0.766], [4.444, -3.551, -1.239], [5.770, -3.870, -1.341], [8.108, -3.779, -1.497], [5.584, -7.200, -0.797], [3.181, -6.637, -0.647], [4.113, -2.528, -1.368], [6.463, -3.063, -1.571]], "mulliken_charge": [1.036, 0.209, -0.973, -0.083, 0.084, -0.970, 0.276, -0.635, 0.934, -0.856, -0.183, -0.691, -0.215, -0.128, 0.982, -0.221, -0.701, -0.392, -0.819, -0.127, 0.276, 0.682, 0.252, 0.314, 0.405, 0.411, 0.461, 0.462, 0.374, 0.388, 0.379, -2.427, 2.851, -1.407, -1.659, 0.151, -0.366, -1.219, 1.011, -0.545, 0.245, 0.126, -2.340, 0.671, 0.750, -0.605, -0.695, -0.527, -0.685, -0.085, 0.435, 0.442, 0.462, 0.505, 0.188, 0.100, 0.412, 0.241, 0.360, 0.454, 0.374, 0.470, 0.308, 0.355, 0.367, 0.325, -1.669, 2.109, -2.171, -1.694, 0.596, -0.399, -1.637, 0.748, -0.712, 0.357, -0.975, 0.462, -0.961, 0.457, 0.379, 0.305, 0.441, 0.391, 0.433, 0.451, 0.326, 0.384, 0.307, 0.496, 0.488, -0.264, -0.356, 0.573, 0.195, -0.810, -0.286, -0.624, -0.389, 0.330, 0.422, 0.394, 0.372, 0.496, -0.515, 0.719, -0.644, 0.775, -0.557, -0.533, 0.231, -0.220, -1.294, -0.630, 0.288, 0.388, 0.368, 0.554, 0.136], "charge": -2, "relative_energy_kcal_mol": 79.2, "multiplicity": 1, "largest_force_ev_per_a": 2.43, "energy_ev": -99455.5095, "lumo_energy_ha": 0.13024, "homo_ev": -0.990}

***

{"formula": "C3H5NO", "method": "the ωB97M-V functional and the def2-TZVPD basis", "symbols": ["C", "C", "N", "C", "O", "H", "H", "H", "H", "H"], "coordinates": [[-0.658, -0.747, -0.119], [-0.591, 0.760, -0.183], [0.779, 1.064, -0.487], [1.413, -0.014, -0.222], [0.727, -1.117, 0.126], [-1.278, -1.095, 0.697], [-0.934, -1.254, -1.056], [-1.292, 1.493, 0.265], [-0.790, 1.186, 1.225], [2.494, -0.127, -0.203]], "nbo_charge": [-0.136, -0.241, -0.498, 0.398, -0.481, 0.211, 0.193, 0.266, 0.096, 0.191], "relative_energy_kcal_mol": 88.4, "multiplicity": 1, "largest_force_ev_per_a": 3.07, "energy_ev": -6725.7374, "lumo_energy_ha": 0.02278, "homo_ev": -8.655}